No. 1
{
  "formula": "C25H32FO2Ti",
  "method": "ωB97M-V/def2-TZVPD",
  "lumo_ev": [2.2150, 2.3062],
  "s2": 2.007,
  "total_charge": -1,
  "homo_ev": [0.620, -5.493],
  "multiplicity": 3,
  "elements": ["Ti", "F", "O", "O", "C", "C", "C", "C", "C", "C", "C", "C", "C", "C", "C", "C", "C", "C", "C", "C", "C", "C", "C", "C", "C", "C", "C", "C", "C", "H", "H", "H", "H", "H", "H", "H", "H", "H", "H", "H", "H", "H", "H", "H", "H", "H", "H", "H", "H", "H", "H", "H", "H", "H", "H", "H", "H", "H", "H", "H", "H"],
  "xyz": [[0.07853, -0.07438, -0.60463], [2.92707, 4.32944, 3.31116], [0.49392, 0.10622, -6.61668], [0.69868, 0.83719, -2.51071], [-1.56826, 0.86952, 0.80503], [2.30862, 3.40331, 2.50719], [1.67147, 2.65266, 0.31467], [0.30340, 1.45322, -7.22537], [1.06280, 1.37647, 2.26044], [1.97192, -1.33332, -1.17500], [-0.75387, 0.95193, -4.33376], [-1.66477, 1.48771, -0.47532], [-1.84376, -0.51892, 0.66491], [1.70996, 2.29986, 3.10612], [2.30072, 3.61491, 1.13582], [-2.06415, 0.47284, -1.41168], [0.38694, -0.40449, -7.98428], [0.25563, -2.29334, 0.06429], [1.04417, -1.47545, 0.93986], [0.77343, 2.24891, -3.04932], [1.64289, -1.14309, -8.39788], [-2.11755, -0.77765, -0.72005], [0.28808, 2.06922, -4.45882], [2.10416, -0.90265, 0.17706], [-0.87059, -1.22751, -8.14890], [0.05780, -0.03013, -3.53984], [0.82212, -2.20166, -1.25196], [0.24619, 0.98373, -8.66268], [1.07600, 1.54196, 0.87922], [1.72952, 2.15590, 4.18002], [-2.44566, 0.65626, -2.40930], [1.57061, -1.42441, -9.45574], [-2.41212, -1.73033, -1.15632], [2.53618, -0.53155, -8.23319], [-0.64009, 1.93047, -6.91536], [-1.53738, 2.54694, -0.67638], [2.67061, -1.10985, -1.97679], [0.50479, -2.76646, -2.12054], [1.72596, -2.05703, -7.80255], [0.86672, -0.47014, -4.12796], [-0.78129, -2.12713, -7.53708], [1.66411, 2.80012, -0.76271], [1.14994, 1.68112, -5.01450], [-1.62511, 1.29546, -3.76933], [0.91115, -1.37328, 2.01394], [-1.08611, 0.51435, -5.26963], [-0.53953, -0.84463, -3.10714], [0.12600, 2.88886, -2.43564], [1.11380, 1.31018, -9.24981], [2.91995, -0.29513, 0.56781], [-0.05260, 2.96914, -4.97692], [0.54081, 0.54863, 2.73447], [-0.70832, 1.18861, -9.16439], [1.81557, 2.58716, -2.98032], [-1.93729, -1.21836, 1.49433], [2.76453, 4.49521, 0.70089], [-0.99104, -1.52256, -9.19649], [1.16749, 2.10448, -7.03795], [-0.55892, -2.94228, 0.36758], [-1.42774, 1.38897, 1.74308], [-1.74939, -0.65743, -7.82904]]
}

No. 2
{
  "formula": "C8H17LuOP2",
  "method": "ωB97M-V/def2-TZVPD",
  "lumo_ev": [0.2055, 0.1734],
  "homo_ev": [-4.403, -4.367],
  "elements": ["Lu", "P", "P", "O", "C", "C", "C", "C", "C", "C", "C", "C", "H", "H", "H", "H", "H", "H", "H", "H", "H", "H", "H", "H", "H", "H", "H", "H", "H"],
  "xyz": [[-1.57596, 0.23123, -0.60329], [-2.10469, 2.32398, -2.18138], [-2.09893, 0.17623, 2.87593], [-1.43264, 0.20818, 1.44178], [1.30111, -2.01693, -0.01361], [2.36270, 0.04290, 0.04105], [0.75472, -1.24975, -1.14922], [-3.64912, 1.03968, 2.77925], [-1.15147, 1.05770, 4.12516], [2.10116, -1.16123, 0.77929], [1.44550, 0.10652, -1.08532], [-2.51329, -1.46606, 3.42629], [-1.68835, 1.05490, 5.10193], [3.06878, 0.82567, 0.34825], [-1.05653, 2.10922, 3.81258], [-3.77419, 1.52297, 1.78183], [-3.34544, -1.45541, 4.14673], [-3.69244, 1.81477, 3.55193], [-4.45749, 0.32064, 2.92604], [-1.35824, 3.49211, -2.73423], [0.38449, -1.69079, -2.10549], [2.46237, -1.38061, 1.76422], [1.04866, -3.05456, 0.21593], [-2.71942, 1.66655, -3.36778], [-3.29239, 2.94051, -1.50393], [-0.13671, 0.65136, 4.30649], [-2.82049, -2.07955, 2.57980], [-1.65396, -1.94733, 3.92049], [1.57405, 0.74810, -1.98757]]
}

No. 3
{
  "formula": "C60H44F8O8Pd",
  "method": "ωB97M-V/def2-TZVPD",
  "lumo_ev": [3.5720, 2.1068],
  "s2": 2.029,
  "total_charge": -2,
  "homo_ev": [-2.480, -2.452],
  "multiplicity": 3,
  "elements": ["Pd", "F", "F", "F", "F", "F", "F", "F", "F", "O", "O", "O", "O", "O", "O", "O", "O", "C", "C", "C", "C", "C", "C", "C", "C", "C", "C", "C", "C", "C", "C", "C", "C", "C", "C", "C", "C", "C", "C", "C", "C", "C", "C", "C", "C", "C", "C", "C", "C", "C", "C", "C", "C", "C", "C", "C", "C", "C", "C", "C", "C", "C", "C", "C", "C", "C", "C", "C", "C", "C", "C", "C", "C", "C", "C", "C", "C", "H", "H", "H", "H", "H", "H", "H", "H", "H", "H", "H", "H", "H", "H", "H", "H", "H", "H", "H", "H", "H", "H", "H", "H", "H", "H", "H", "H", "H", "H", "H", "H", "H", "H", "H", "H", "H", "H", "H", "H", "H", "H", "H", "H"],
  "xyz": [[-16.27136, 0.83875, -19.97266], [-14.92363, 2.04484, -18.57040], [-18.79510, -5.02544, -17.45909], [-13.04694, -3.12528, -14.29656], [-9.61086, -4.25606, -22.31116], [-8.88044, -2.47230, -20.17659], [-17.46614, -2.27970, -13.99837], [-18.41150, 0.56961, -20.37486], [-10.98702, -6.96943, -16.63177], [-20.71651, -2.54375, -13.23878], [-21.21189, 2.22787, -15.86721], [-19.95392, -2.28600, -16.09582], [-13.28734, -4.28773, -17.48371], [-16.80838, -0.29994, -18.25096], [-15.83869, -4.27071, -16.05967], [-22.26089, 1.87975, -13.49538], [-14.57464, -0.58485, -19.89707], [-10.08579, 0.43567, -17.45387], [-21.49038, -2.01466, -21.53119], [-8.63875, -5.51043, -18.99728], [-17.45121, 0.66657, -11.87740], [-12.78012, -5.00325, -23.85177], [-21.00949, -1.07033, -22.41831], [-17.40527, -0.97298, -13.62009], [-21.04391, -2.02536, -20.23392], [-13.41997, -1.15047, -13.10448], [-17.57044, 1.39217, -14.18037], [-17.01228, -6.99183, -19.97369], [-20.40626, -1.29573, -15.39770], [-16.92966, -4.65298, -20.63172], [-13.34946, 0.98841, -14.30058], [-21.55896, -0.45200, -13.31967], [-16.37118, -2.28740, -17.06370], [-10.97959, -0.05822, -18.43255], [-21.67073, 0.83885, -13.92298], [-13.22543, -4.43963, -21.55081], [-9.81078, -6.68236, -17.27090], [-7.43170, -7.01556, -17.50514], [-19.91198, -0.22632, -22.04485], [-13.02477, 0.32859, -15.44064], [-11.41499, -4.89334, -23.61877], [-16.02822, -1.27140, -18.00013], [-14.66920, -1.35752, -18.90477], [-20.01149, -1.17405, -19.78979], [-19.46473, -0.26757, -20.73850], [-13.70084, -4.77534, -22.79882], [-15.51458, -3.30089, -16.90967], [-12.29804, 4.34624, -18.04552], [-14.19823, -3.38119, -17.72584], [-13.03956, 3.28248, -18.60949], [-10.56250, -1.02365, -19.37580], [-20.93090, -1.45348, -13.98232], [-17.47113, 1.69720, -12.82973], [-13.08607, -1.78292, -14.30360], [-13.80242, -2.47893, -18.67287], [-7.49936, -6.18308, -18.59773], [-17.70795, -4.39808, -19.48155], [-17.28081, -0.65687, -12.26676], [-11.84878, -4.17115, -21.34571], [-13.77613, 4.40482, -16.14425], [-16.54646, -5.98013, -20.83971], [-9.24047, -1.49620, -19.33545], [-12.96036, -1.07464, -15.47518], [-21.04271, 1.04187, -15.39219], [-8.73709, 0.03050, -17.49077], [-13.50453, 0.26674, -13.08610], [-12.64809, 4.88611, -16.78108], [-20.53364, -0.15199, -16.05366], [-8.32422, -0.90522, -18.45391], [-14.18648, 2.95194, -17.98156], [-17.47775, 0.06242, -14.57901], [-8.62047, -7.31449, -16.85542], [-17.80848, -6.71129, -18.87619], [-10.96092, -4.43656, -22.39022], [-18.04572, -5.37608, -18.54806], [-9.81034, -5.73860, -18.27305], [-14.54896, 3.47106, -16.75407], [-6.54627, -7.55500, -17.20278], [-13.81031, 0.76046, -12.17553], [-19.48826, -1.40224, -18.87297], [-16.55361, -3.86768, -21.27069], [-21.29940, -1.04553, -23.45838], [-20.37004, -0.11730, -17.12063], [-11.32771, -1.45782, -20.00218], [-8.63459, -8.02297, -16.04041], [-18.21321, -7.41623, -18.16510], [-14.77260, -4.80845, -22.92779], [-19.44454, 0.39888, -22.79118], [-7.28540, -1.18788, -18.53967], [-15.45435, 3.11481, -16.28530], [-8.01134, 0.34028, -16.75339], [-11.39256, 4.67251, -18.53548], [-17.46764, 0.78517, -10.80406], [-11.49460, -3.87942, -20.36803], [-12.02619, 0.19606, -18.35271], [-12.69850, -1.51953, -16.42381], [-6.53426, -6.01232, -19.05141], [-10.68874, -5.16875, -18.53780], [-21.44712, -2.77436, -19.56848], [-17.76073, 2.12017, -14.95510], [-13.97616, -4.13671, -20.83593], [-14.03817, 4.84262, -15.19237], [-12.80651, 0.84063, -16.36616], [-12.84971, -2.61500, -19.16300], [-10.51735, 1.07926, -16.70156], [-13.20766, -5.17394, -24.82875], [-12.67773, 2.75405, -19.47911], [-17.50385, 2.74917, -12.58746], [-22.26277, -2.73242, -21.76495], [-8.61291, -4.81004, -19.81897], [-12.01211, 5.65735, -16.37230], [-21.82978, -0.51774, -12.27625], [-10.70537, -5.13080, -24.39752], [-17.48367, -0.21789, -15.62199], [-13.39160, 2.06133, -14.18456], [-15.87045, -6.26000, -21.63412], [-16.71736, -8.00599, -20.19930], [-17.07484, -1.41725, -11.52798], [-13.66981, -1.76718, -12.25381], [-17.34551, -2.44149, -16.62399], [-17.87576, -3.37995, -19.16274]]
}

Molar mass? In order: 431.39, 366.14, 1151.41 Da.
Energy above the lowest of the compared OMol25 structures with the same formula, charge and spin? In order: 0.0, 2.8, 113.0 kcal/mol.